[1]
117
Properties=species:S:1:pos:R:3:forces:R:3:mulliken_charge:R:1 method="wB97M-V/def2-TZVPD" lumo_ev=1.90 e_above_lowest_kj_mol=828.6 homo_ev=-1.3 total_charge=-2
Sn 1.550 -1.370 1.584 -0.0195 0.0441 0.1534 0.38
C -2.672 2.500 -0.989 -2.1936 -2.1465 2.1525 0.11
O -3.151 3.302 -2.036 0.2983 -0.5152 -0.3764 -0.21
C -4.299 3.945 -1.854 0.8238 0.1145 2.5930 0.53
O -4.736 4.688 -2.675 -0.9936 0.4201 -0.8446 -0.63
N -4.762 3.851 -0.536 -1.4244 0.1672 0.6845 0.18
N -5.993 4.509 -0.178 0.6061 0.2488 -0.4088 -0.85
H -1.794 2.039 -1.280 2.3632 -0.0212 -0.6216 -0.41
H -3.270 1.505 -0.825 0.1731 1.9312 -0.3308 0.14
H -2.632 3.007 0.020 0.4955 -0.2917 -1.3182 0.34
H -4.482 3.146 0.182 -0.5324 0.9653 -1.6193 0.28
H -5.824 5.532 -0.091 -0.0291 -1.0931 -0.3330 0.25
H -6.672 4.370 -0.938 0.4796 0.1156 0.3783 0.27
C -5.273 -2.407 0.926 1.4303 -0.1442 0.4884 -0.72
Si -6.252 -1.971 -0.625 -1.4733 -2.1174 -0.0213 -0.13
C -5.669 -0.399 -1.471 -1.0353 1.3819 -0.2771 -0.24
C -7.972 -1.700 0.236 0.5166 -1.9055 0.5997 -1.10
N -6.411 -3.293 -1.663 0.7087 1.1662 0.3046 0.05
C -6.575 -3.932 -2.817 1.0065 -0.5673 1.9930 0.45
C -7.664 -3.733 -3.669 -0.8491 1.2488 -0.3388 -0.77
C -7.991 -4.559 -4.704 2.1047 -1.4738 0.7321 -0.68
C -7.188 -5.649 -4.996 0.4946 -0.2770 0.2746 -0.58
C -6.009 -5.840 -4.246 -0.3070 -0.6855 -0.0749 -0.56
C -5.721 -5.067 -3.145 0.2484 1.1522 -0.9789 0.58
O -4.545 -5.379 -2.443 -0.0693 0.2358 0.0873 -0.50
C -3.573 -4.432 -2.171 -1.2028 -0.5692 1.1758 0.34
C -2.737 -4.729 -1.074 0.4002 0.1908 -1.1390 -0.76
C -1.708 -3.873 -0.743 -1.3510 1.5149 -0.3320 -0.97
C -1.620 -2.603 -1.323 -0.9261 -0.7755 -1.4705 -0.03
C -2.487 -2.290 -2.396 -0.1857 -0.0291 0.0240 -0.39
C -3.498 -3.202 -2.782 1.0145 0.9679 -0.9517 0.18
H -5.431 -1.641 1.742 0.1560 -0.8065 -0.7155 0.29
H -4.162 -2.473 0.718 -1.0052 0.1046 0.2846 0.09
H -5.572 -3.431 1.291 0.1025 1.0775 -0.3365 0.19
H -5.658 0.535 -0.832 0.1781 -0.9819 -0.4079 0.11
H -6.387 -0.141 -2.313 0.8296 -0.4549 0.8000 0.29
H -4.685 -0.578 -1.900 0.1151 0.1487 -0.0483 -0.11
H -7.894 -0.966 1.043 -0.3067 0.0699 -0.0742 0.32
H -8.346 -2.737 0.687 0.7920 2.1874 -1.0425 0.15
H -8.608 -1.391 -0.573 -0.8305 0.2482 -0.0860 0.26
H -8.304 -2.870 -3.482 0.1218 -0.1517 0.2858 0.33
H -8.881 -4.562 -5.209 -2.2986 0.7933 -1.2203 0.44
H -7.550 -6.375 -5.714 0.3656 -0.0574 -0.1379 0.33
H -5.352 -6.686 -4.453 -0.0712 0.1562 -0.0257 0.33
H -2.843 -5.640 -0.536 -0.3328 -0.6773 0.2039 0.42
H -1.114 -3.951 0.126 0.6924 -0.8642 0.8125 0.43
H -0.853 -2.008 -0.896 0.4143 1.0272 -0.1473 0.26
H -2.483 -1.352 -3.006 0.3556 -0.6683 0.9924 0.41
H -4.113 -2.918 -3.655 0.0973 -0.4451 0.7746 0.30
N 2.199 -3.279 -4.355 -1.8219 -1.6280 1.0442 -0.78
H 1.188 -3.559 -4.325 1.2584 0.1646 -0.6812 0.28
H 2.211 -2.705 -3.538 0.6280 0.7055 0.4981 0.28
H 2.379 -2.727 -5.155 -0.0753 0.7676 -0.8212 0.24
C 8.579 3.992 4.768 -5.7855 1.6392 4.3414 -0.86
C 7.360 3.116 4.252 5.7572 -3.1467 -9.5033 0.54
O 7.456 3.007 2.764 -0.8499 1.7524 8.1448 -0.62
C 6.759 1.863 4.882 -2.1553 3.0230 -2.8495 0.20
C 5.962 1.201 3.875 1.2395 -0.6921 1.1303 0.27
C 4.892 0.316 4.346 5.8054 4.7097 -2.3175 -0.09
C 4.539 0.391 5.605 -1.0959 -1.2661 5.5584 -0.35
C 5.355 1.037 6.639 0.4321 1.4488 1.7056 -0.39
C 6.564 1.900 6.234 -2.4606 -1.0658 1.7554 -0.39
H 9.557 4.188 4.322 -0.8043 -0.5262 -0.6139 0.34
H 8.648 3.611 5.903 0.5694 1.2028 -2.4173 0.24
H 7.851 5.074 4.907 2.7330 -2.5898 -0.2873 0.24
H 6.544 1.602 2.906 -2.2868 -1.5946 1.0237 0.33
H 4.588 -0.486 3.869 -2.2003 -3.0601 -3.4063 0.27
H 3.591 -0.356 5.741 2.3382 2.1015 0.8685 0.17
H 4.996 0.914 7.821 1.1497 0.5092 -3.4696 0.16
H 7.290 2.750 6.684 -2.3361 -2.6543 0.3161 -0.08
C 3.873 3.716 -1.702 -9.5959 -4.7435 0.9953 -2.00
C 4.144 2.207 -1.141 -0.2623 1.9827 -0.4888 2.57
C 4.294 1.348 -2.379 3.4148 -1.6516 -0.7687 -1.32
C 5.322 2.441 -0.219 -1.0225 8.7987 -7.1868 -3.19
Si 2.688 1.437 -0.132 -1.0353 -2.9349 -2.9003 -0.17
O 2.800 -0.173 0.307 0.3632 2.2315 -0.6081 -0.77
C 2.215 2.336 1.321 -0.4236 3.0275 4.8695 0.97
C 2.956 2.235 2.579 -10.1671 5.2248 0.8994 -0.88
C 2.466 2.714 3.927 4.8816 -2.9651 -4.2590 -0.18
C 1.380 3.477 3.932 -1.4104 0.1408 -3.2118 -0.73
C 0.652 3.644 2.749 -2.1876 0.5898 -3.1959 -0.38
C 1.049 3.136 1.465 -2.1481 -1.9633 1.4821 0.16
C 1.298 1.440 -1.604 1.1051 -2.1297 2.6583 0.35
C 0.945 0.086 -1.893 -0.3700 1.9855 -0.0488 0.28
C 0.260 -0.101 -3.080 -0.8274 -2.1685 0.7360 -0.52
C -0.156 0.903 -3.908 0.8871 2.4222 -0.0991 -0.66
C 0.142 2.287 -3.554 -0.0717 -4.1037 0.4436 -1.53
C 0.849 2.488 -2.381 -0.1096 0.9133 -0.1339 -0.38
H 4.582 4.076 -2.199 6.5042 2.5351 -4.1417 0.95
H 3.543 4.448 -1.022 -0.2439 0.6257 1.5300 0.52
H 2.856 3.764 -2.547 3.2878 -0.4245 2.3354 0.12
H 5.164 1.837 -3.102 -2.3281 -1.2432 1.4473 0.30
H 3.305 1.290 -2.817 0.2882 -0.0008 -0.8075 0.29
H 4.649 0.197 -2.174 -0.8399 2.8120 -0.2569 0.13
H 5.633 1.690 0.170 4.3964 -9.4797 4.3608 0.89
H 4.887 2.969 0.542 -0.4588 2.0870 2.1331 0.76
H 6.239 3.112 -0.742 -2.3220 -1.8263 1.4146 0.24
H 3.739 1.793 2.396 8.3894 -4.8336 -0.3693 0.53
H 3.221 2.324 4.625 -1.0885 0.9590 0.6818 -0.02
H 0.903 4.003 4.627 -1.1408 1.4649 3.9508 0.54
H -0.467 4.168 2.689 3.2081 -1.2508 0.7323 0.11
H 0.156 2.870 0.812 1.3963 1.2329 0.0540 -0.17
H 1.068 -0.745 -1.174 0.4263 0.7097 -0.7006 0.06
H -0.095 -1.134 -3.236 0.2620 0.5247 -0.4534 0.36
H -0.617 0.605 -4.845 -0.2444 0.4481 0.0991 0.38
H -0.196 3.037 -4.181 -0.5729 1.5901 -0.9840 0.58
H 1.083 3.502 -2.025 -0.3237 -0.4307 -0.3813 0.76
C 2.329 -3.737 3.870 -1.5429 2.0570 -1.3054 -0.44
O 3.478 -3.267 3.189 -0.4710 -0.8692 0.6326 -0.36
C 3.270 -2.343 2.174 1.2224 -0.7206 1.1701 -0.06
C 4.666 -1.996 1.668 -1.3777 1.5749 2.0729 -0.60
H 2.572 -4.629 4.469 -0.0160 0.5494 -0.2003 0.25
H 1.569 -4.027 2.970 1.0521 0.6500 2.3764 0.14
H 1.922 -2.782 4.568 0.5242 -2.5655 -1.7623 0.14
H 4.685 -2.181 0.659 1.0469 -1.4779 -2.4090 0.53
H 5.550 -2.145 2.332 -0.7831 -0.4432 -0.7032 0.30
H 4.485 -0.948 1.549 0.7430 1.3302 0.1655 -0.26


[2]
29
Properties=species:S:1:pos:R:3:forces:R:3:mulliken_charge:R:1 method="wB97M-V/def2-TZVPD" lumo_ev="-5.33 / -5.33" e_above_lowest_kj_mol=55.9 homo_ev="-12.4 / -12.4" total_charge=+1
W -1.176 -0.550 0.075 -1.6980 -1.0092 -0.1700 1.02
O 1.202 5.112 -0.078 0.1835 0.0852 -0.0044 -0.46
C 0.637 3.923 -0.031 -0.1584 -0.2988 -0.0077 0.97
C -0.751 3.721 0.011 -0.1529 0.1674 0.0166 -0.35
C -1.227 2.440 0.066 0.1428 -0.2642 0.0232 0.05
N -0.411 1.376 0.079 0.6497 1.4833 -0.0835 -0.08
C 0.921 1.565 0.009 -0.1762 -0.0529 -0.0892 0.22
C 1.490 2.803 -0.048 0.1010 0.0056 0.0637 -0.54
C 1.616 0.237 -0.065 0.2278 0.3613 0.0485 0.22
O 2.785 0.042 -0.038 -0.0160 0.0144 -0.0604 -0.49
O 0.677 -0.726 -0.156 1.4123 -0.3841 -0.1591 -0.46
C -2.663 1.978 0.086 0.2884 0.2833 0.0699 0.27
O -3.618 2.678 0.113 -0.0459 0.0770 -0.0360 -0.49
O -2.674 0.636 0.075 -1.0184 0.4535 0.0818 -0.51
H 0.564 5.837 -0.063 -0.0838 0.0189 -0.0049 0.33
H -1.449 4.550 -0.010 -0.0162 -0.0258 0.0197 0.45
H 2.564 2.916 -0.109 -0.0132 0.0106 0.0048 0.57
Se -2.968 -2.209 0.278 0.9715 -0.0454 -0.0485 -0.03
C -1.129 -2.831 0.117 -0.5449 -0.3928 0.2234 -0.19
C -0.309 -2.876 1.263 -0.0737 -0.5387 0.0120 -0.21
C 1.014 -3.279 1.130 -0.0183 0.0726 0.0458 -0.49
C 1.516 -3.618 -0.118 -0.0310 0.0216 0.0312 -0.43
C 0.706 -3.577 -1.250 -0.0528 0.0704 -0.0443 -0.55
C -0.613 -3.171 -1.148 0.0800 -0.2159 0.0844 -0.10
H -0.734 -2.685 2.238 -0.0001 0.0476 0.0330 0.48
H 1.649 -3.324 2.004 0.0024 -0.0286 -0.0071 0.45
H 2.547 -3.934 -0.211 0.0016 0.0045 -0.0032 0.44
H 1.105 -3.865 -2.214 0.0123 0.0109 0.0049 0.43
H -1.270 -3.170 -2.006 0.0264 0.0683 -0.0450 0.48


[3]
33
Properties=species:S:1:pos:R:3:forces:R:3:mulliken_charge:R:1 method="wB97M-V/def2-TZVPD" lumo_ev=0.68 e_above_lowest_kj_mol=245.9 homo_ev=-8.1 smiles="COc1c2c(c(OC)c3c(=O)cc(C)oc13)CCO2"
O 3.136 1.389 -1.026 -0.1327 -0.4851 0.2894 -0.68
O -0.860 1.686 -1.552 0.4085 0.8394 -0.3361 -0.50
O -2.732 0.109 -0.429 0.2961 0.1663 -0.2533 -0.48
O 2.660 -0.767 0.760 0.2848 0.4613 0.6579 -0.55
O -1.743 -2.073 1.347 0.4894 -0.3289 -0.1377 -0.52
C 1.918 1.414 -1.158 1.2404 0.8620 -0.1883 0.59
C 1.360 2.456 -2.015 -1.5358 -0.9680 0.7627 -0.56
C 0.015 2.566 -2.155 1.6675 -0.5200 -0.1923 0.61
C -1.411 -0.163 -0.188 0.9559 -0.3571 0.7221 -0.76
C -0.386 0.701 -0.712 -1.3832 -0.8840 -0.3483 0.31
C -0.939 -1.206 0.666 -1.2465 1.5909 -0.9092 1.40
C 1.376 -0.535 0.387 -1.4149 -0.3810 0.3701 0.17
C 0.983 0.509 -0.489 -0.1682 -0.5136 0.5993 -0.16
C 0.389 -1.371 0.948 2.0029 1.2671 -1.3273 0.95
C -3.653 -0.980 -0.428 0.0482 -0.9315 0.4377 -0.80
C 2.967 -0.262 2.079 0.5841 0.7313 -0.1201 -0.93
C -0.540 3.612 -3.062 -1.3139 0.3202 1.3117 -1.30
C -0.853 -2.879 2.158 0.1629 -0.6382 0.9711 -0.55
C 0.602 -2.549 1.818 0.3170 -0.3697 0.0099 -0.57
H 2.090 3.093 -2.482 -0.1812 0.2392 -0.1622 0.39
H -4.058 -1.166 0.587 0.4177 0.0530 -0.4693 0.26
H -4.506 -0.790 -1.076 0.2138 0.5904 -0.1498 0.31
H -3.173 -1.897 -0.812 -0.1211 0.3146 0.2859 0.32
H 3.737 0.538 2.044 -0.3166 -0.6319 -0.3814 0.29
H 3.316 -1.063 2.714 0.2642 -0.3762 -0.0295 0.31
H 2.125 0.192 2.598 -0.4551 -0.0822 -0.3252 0.39
H -0.949 3.183 -3.969 -0.0463 -0.0003 -0.1898 0.28
H -1.352 4.129 -2.509 0.1564 -0.2440 -0.4929 0.33
H 0.207 4.378 -3.263 0.1050 -0.3188 -0.1719 0.36
H -1.034 -3.950 2.011 -0.4434 0.3438 -0.0652 0.31
H -1.024 -2.619 3.209 -0.3128 -0.1236 -0.2165 0.30
H 1.134 -3.369 1.296 -0.3421 0.4142 0.1222 0.26
H 1.199 -2.317 2.705 -0.2009 -0.0394 -0.0735 0.22


no.,molecular weight (g mol⁻¹)
1,915.9
2,521.0
3,262.3